[1]
A structure of composition C31H30N5O7SV at a distorted geometry, computed with ωB97M-V/def2-TZVPD.

Results
HOMO-LUMO gap (spin up / spin down) ... 0.1932 / 0.2447 Eh
E ... -3342.16921 Ha
Spin multiplicity ... 4
⟨S²⟩ ... 3.781
Largest force on an atom ... 2.646 eV Å⁻¹
Net charge ... -1

CARTESIAN COORDINATES (ANGSTROEM)
V 0.407 0.566 -0.545
O 2.410 -4.216 3.074
C 2.137 -4.637 1.936
O 1.875 -5.775 1.551
C 2.001 -3.482 0.901
C 2.664 -2.280 1.106
C 2.278 -1.157 0.386
N 1.206 -1.162 -0.450
C 0.631 -2.351 -0.726
C 1.026 -3.521 -0.095
C -0.448 -2.350 -1.719
C -1.584 -3.159 -1.584
C -2.633 -2.981 -2.465
C -2.508 -2.037 -3.477
C -1.312 -1.339 -3.573
N -0.314 -1.494 -2.730
C 2.899 0.145 0.494
C 4.174 0.394 1.002
C 4.672 1.684 0.987
C 3.859 2.703 0.484
C 2.607 2.387 0.003
N 2.120 1.142 -0.009
H 3.433 -2.226 1.864
H 0.563 -4.466 -0.339
H -1.656 -3.843 -0.755
H -3.548 -3.553 -2.353
H -3.320 -1.837 -4.160
H -1.150 -0.598 -4.348
H 4.776 -0.425 1.372
H 5.667 1.894 1.355
H 4.205 3.724 0.460
H 1.959 3.155 -0.400
C 1.236 -1.929 4.594
N 0.962 -0.843 3.684
C 1.743 0.350 3.920
C 0.117 -0.865 2.640
O -0.034 0.102 1.904
C -0.721 -2.128 2.439
O -1.480 -2.070 1.257
C -2.610 -1.229 1.269
C -2.600 -0.294 0.052
O -1.630 -0.191 -0.675
N -3.744 0.382 -0.202
C -4.963 0.220 0.549
C -3.770 1.294 -1.326
H 0.931 -1.650 5.609
H 2.306 -2.141 4.593
H 0.745 -2.849 4.300
H 1.451 0.808 4.868
H 1.566 1.050 3.104
H 2.803 0.099 3.968
H -1.371 -2.271 3.317
H -0.064 -2.993 2.320
H -2.647 -0.608 2.172
H -3.509 -1.862 1.239
H -4.772 0.236 1.622
H -5.467 -0.719 0.301
H -5.631 1.044 0.307
H -2.745 1.449 -1.661
H -4.187 2.250 -1.012
H -4.356 0.875 -2.146
O -1.539 4.117 -0.294
C -0.766 3.313 -0.827
O -0.482 2.174 -0.346
C -0.103 3.700 -2.135
C -0.236 5.032 -2.523
C 0.326 5.514 -3.688
C 1.015 4.640 -4.519
C 1.138 3.315 -4.165
C 0.603 2.817 -2.969
S 0.843 1.106 -2.726
H -0.805 5.682 -1.873
H 0.234 6.561 -3.946
H 1.458 4.994 -5.442
H 1.661 2.617 -4.803

[2]
A structure of composition C31H31AsBrCl3CrIN5O7S, computed with ωB97M-V/def2-TZVPD.

Results
HOMO-LUMO gap (spin up / spin down) ... 0.2150 / 0.2324 Eh
E ... -9931.28235 Ha
Spin multiplicity ... 5
⟨S²⟩ ... 6.014
Largest force on an atom ... 0.134 eV Å⁻¹
ΔE to the lowest compared entry with this formula, charge and spin ... 0.767 eV
Net charge ... -2

CARTESIAN COORDINATES (ANGSTROEM)
Cr 1.051 -0.108 -1.054
C 1.722 -4.202 -2.457
C 1.766 -2.838 -1.842
N 0.873 -1.942 -2.080
O -0.125 -2.312 -2.963
C 2.853 -2.461 -0.957
C 4.069 -3.289 -0.709
N 2.766 -1.259 -0.438
O 3.749 -0.836 0.265
H 0.738 -4.387 -2.878
H 1.957 -4.957 -1.707
H 2.467 -4.278 -3.253
H -0.941 -2.024 -2.474
H 4.068 -4.206 -1.296
H 4.158 -3.542 0.352
H 4.965 -2.707 -0.951
O -2.135 -1.803 -1.383
C -2.115 -0.941 -0.503
N -3.284 -0.616 0.185
C -3.083 0.645 0.871
C -1.531 0.791 0.717
O -0.934 1.704 1.245
N -1.056 -0.196 -0.087
C -3.413 0.597 2.348
C -3.666 -0.610 2.988
C -3.885 -0.646 4.360
C -3.849 0.521 5.106
C -3.574 1.729 4.473
C -3.354 1.766 3.106
C -3.782 1.764 0.107
C -5.076 2.159 0.433
C -5.745 3.097 -0.344
C -5.126 3.648 -1.458
C -3.836 3.257 -1.792
C -3.169 2.325 -1.012
H -4.128 -0.749 -0.349
H -3.645 -1.526 2.415
H -4.057 -1.601 4.843
H -4.013 0.492 6.177
H -3.516 2.644 5.050
H -3.109 2.700 2.617
H -5.560 1.735 1.305
H -6.751 3.397 -0.075
H -5.648 4.379 -2.064
H -3.333 3.662 -2.661
H -2.162 2.032 -1.284
C -0.156 -0.265 4.078
As 0.366 -2.105 3.890
C 2.110 -2.190 3.085
C 0.727 -2.617 5.729
S -1.052 -3.397 3.064
H -0.834 -0.195 4.928
H -0.643 0.076 3.170
H 0.739 0.339 4.217
H 2.774 -1.493 3.595
H 2.057 -1.888 2.042
H 2.464 -3.216 3.179
H 1.487 -1.965 6.163
H 1.066 -3.651 5.742
H -0.201 -2.536 6.292
O -1.032 2.642 -3.926
C -0.426 1.861 -3.233
N 0.169 1.087 -2.569
Cl 4.485 2.634 0.282
C 3.406 2.203 1.612
Cl 2.658 3.699 2.257
Cl 4.367 1.456 2.906
C 2.220 1.253 1.165
O 1.753 0.544 2.038
O 1.880 1.421 -0.034
Br 6.595 0.529 -5.777
C 4.748 0.975 -5.847
C 4.258 1.453 -7.054
C 2.920 1.796 -7.166
C 2.076 1.657 -6.075
C 2.568 1.174 -4.873
C 3.915 0.833 -4.744
I 4.530 0.157 -2.872
H 4.930 1.554 -7.896
H 2.544 2.174 -8.109
H 1.028 1.926 -6.134
H 1.906 1.062 -4.018

[3]
A structure of composition C31H31AsN3O4SbV, computed with ωB97M-V/def2-TZVPD.

Results
HOMO-LUMO gap (spin up / spin down) ... 0.2840 / 0.3031 Eh
E ... -5085.24889 Ha
Spin multiplicity ... 4
⟨S²⟩ ... 3.760
Largest force on an atom ... 0.388 eV Å⁻¹
Net charge ... 0

CARTESIAN COORDINATES (ANGSTROEM)
V 0.149 -1.604 0.012
O 0.722 -2.348 4.036
C 0.733 -2.294 2.822
O -0.264 -2.053 2.026
C 2.026 -2.591 2.071
C 3.156 -3.199 2.590
C 4.145 -3.601 1.700
C 3.966 -3.456 0.327
C 2.806 -2.846 -0.109
N 1.922 -2.374 0.767
C 2.272 -2.788 -1.527
O 3.028 -2.883 -2.478
O 0.984 -2.653 -1.560
H 3.228 -3.374 3.654
H 5.040 -4.082 2.074
H 4.681 -3.832 -0.391
C 2.011 0.843 5.249
C 2.705 0.764 4.049
C 2.013 0.790 2.848
C 0.625 0.908 2.842
C -0.065 0.993 4.043
C 0.630 0.960 5.245
As -0.252 0.789 1.123
C 0.176 2.526 0.371
C 0.380 2.642 -1.000
C 0.635 3.884 -1.568
C 0.694 5.013 -0.765
C 0.506 4.900 0.608
C 0.248 3.661 1.175
C -2.138 0.994 1.533
C -2.809 -0.101 2.080
C -4.171 -0.019 2.331
C -4.872 1.141 2.025
C -4.207 2.225 1.472
C -2.841 2.154 1.228
H 2.548 0.803 6.188
H 3.783 0.668 4.048
H 2.556 0.716 1.911
H -1.145 1.072 4.046
H 0.087 1.010 6.179
H 0.374 1.756 -1.625
H 0.798 3.963 -2.635
H 0.896 5.981 -1.205
H 0.563 5.779 1.237
H 0.106 3.571 2.246
H -2.260 -1.007 2.310
H -4.687 -0.865 2.768
H -5.936 1.200 2.221
H -4.750 3.130 1.231
H -2.327 3.006 0.801
C -0.276 -2.083 -4.418
Sb 0.876 -0.372 -3.830
C -0.227 1.023 -5.067
C 2.441 -0.702 -5.258
H -0.507 -2.039 -5.482
H -1.201 -2.130 -3.842
H 0.315 -2.969 -4.192
H -0.336 0.635 -6.080
H 0.296 1.980 -5.110
H -1.220 1.193 -4.646
H 2.014 -0.955 -6.228
H 3.056 -1.525 -4.898
H 3.056 0.192 -5.356
N -3.640 -1.991 -2.047
C -3.482 -0.652 -2.306
C -2.332 -0.292 -1.679
N -1.791 -1.390 -1.046
C -2.601 -2.395 -1.289
H -4.390 -2.575 -2.370
H -4.185 -0.092 -2.895
H -1.864 0.677 -1.637
H -2.468 -3.408 -0.949